# 1
{"formula": "C32H88N8O8", "method": "the ωB97M-V functional and the def2-TZVPD basis", "elements": ["C", "O", "C", "C", "C", "N", "H", "H", "H", "H", "H", "H", "H", "H", "H", "H", "H", "C", "O", "C", "C", "C", "N", "H", "H", "H", "H", "H", "H", "H", "H", "H", "H", "H", "C", "O", "C", "C", "C", "N", "H", "H", "H", "H", "H", "H", "H", "H", "H", "H", "H", "C", "O", "C", "C", "C", "N", "H", "H", "H", "H", "H", "H", "H", "H", "H", "H", "H", "C", "O", "C", "C", "C", "N", "H", "H", "H", "H", "H", "H", "H", "H", "H", "H", "H", "C", "O", "C", "C", "C", "N", "H", "H", "H", "H", "H", "H", "H", "H", "H", "H", "H", "C", "O", "C", "C", "C", "N", "H", "H", "H", "H", "H", "H", "H", "H", "H", "H", "H", "C", "O", "C", "C", "C", "N", "H", "H", "H", "H", "H", "H", "H", "H", "H", "H", "H"], "positions_angstrom": [[-7.569, -1.182, -2.876], [-7.598, -2.430, -3.570], [-6.301, -2.577, -4.243], [-6.132, -3.884, -5.020], [-6.139, -5.188, -4.259], [-4.882, -3.966, -5.780], [-6.925, -1.314, -2.006], [-8.563, -1.124, -2.433], [-7.248, -0.337, -3.485], [-6.067, -1.729, -4.887], [-5.467, -2.468, -3.550], [-6.962, -3.920, -5.726], [-6.956, -5.162, -3.538], [-5.187, -5.315, -3.744], [-6.313, -6.049, -4.905], [-4.751, -4.902, -6.137], [-5.083, -3.348, -6.553], [-3.605, 5.474, 5.242], [-4.426, 5.738, 6.431], [-5.192, 4.714, 6.948], [-6.125, 4.997, 8.130], [-6.710, 3.662, 8.806], [-7.236, 5.835, 7.761], [-3.110, 6.396, 4.936], [-4.177, 5.105, 4.391], [-2.820, 4.747, 5.448], [-5.873, 4.245, 6.237], [-4.555, 3.866, 7.202], [-5.528, 5.573, 8.837], [-7.307, 3.897, 9.687], [-5.888, 2.986, 9.044], [-7.387, 3.198, 8.089], [-7.429, 6.398, 8.576], [-6.910, 6.465, 7.042], [9.156, -2.696, -5.108], [9.993, -1.584, -4.654], [10.070, -0.504, -5.553], [10.359, 0.829, -4.847], [10.624, 1.987, -5.917], [11.341, 0.743, -3.736], [9.438, -3.071, -6.092], [8.143, -2.300, -5.034], [9.298, -3.578, -4.484], [10.936, -0.733, -6.175], [9.235, -0.376, -6.243], [9.482, 1.125, -4.271], [11.189, 2.823, -5.506], [9.697, 2.422, -6.290], [11.145, 1.608, -6.796], [12.179, 0.303, -4.089], [10.986, 0.071, -3.070], [2.508, -7.187, -3.692], [3.309, -6.253, -2.859], [2.791, -6.109, -1.533], [3.559, -5.097, -0.619], [4.991, -5.563, -0.281], [2.928, -5.170, 0.700], [2.361, -8.197, -3.311], [2.939, -7.229, -4.692], [1.475, -6.839, -3.674], [1.741, -5.846, -1.660], [2.874, -7.092, -1.069], [3.425, -4.048, -0.884], [5.267, -5.230, 0.719], [5.737, -5.139, -0.954], [5.235, -6.610, -0.463], [3.012, -6.147, 0.942], [3.503, -4.733, 1.406], [1.511, -0.142, -4.295], [1.222, 0.398, -3.024], [-0.192, 0.306, -2.732], [-0.350, 0.851, -1.316], [-0.252, 2.367, -1.375], [0.584, 0.341, -0.269], [2.575, -0.199, -4.525], [1.036, 0.539, -5.001], [1.056, -1.116, -4.472], [-0.813, 0.885, -3.415], [-0.534, -0.728, -2.743], [-1.396, 0.643, -1.090], [0.334, 2.787, -2.193], [0.220, 2.789, -0.488], [-1.245, 2.814, -1.331], [0.498, -0.664, -0.230], [1.497, 0.516, -0.664], [-2.362, 6.837, -6.121], [-2.358, 5.422, -6.432], [-1.591, 4.956, -7.547], [-2.269, 5.474, -8.870], [-3.601, 4.715, -9.300], [-1.228, 5.517, -9.851], [-2.713, 7.565, -6.852], [-1.540, 7.290, -5.567], [-3.129, 6.879, -5.348], [-0.613, 5.437, -7.572], [-1.403, 3.890, -7.678], [-2.663, 6.481, -8.736], [-4.347, 4.849, -8.516], [-3.471, 3.639, -9.411], [-4.021, 5.009, -10.263], [-1.440, 6.073, -10.667], [-0.337, 5.803, -9.471], [-1.858, -3.628, 9.232], [-2.478, -3.487, 7.953], [-3.562, -2.629, 7.779], [-3.696, -1.932, 6.353], [-3.869, -2.924, 5.248], [-2.523, -1.169, 5.993], [-1.488, -2.724, 9.715], [-1.046, -4.355, 9.220], [-2.492, -4.136, 9.959], [-4.394, -3.316, 7.930], [-3.864, -1.879, 8.510], [-4.532, -1.235, 6.420], [-3.050, -3.642, 5.280], [-3.760, -2.573, 4.222], [-4.717, -3.568, 5.484], [-2.705, -0.512, 5.248], [-2.000, -1.936, 5.596], [5.053, 1.030, 5.002], [4.643, 1.049, 6.296], [3.185, 1.202, 6.363], [2.865, 1.218, 7.919], [3.129, -0.202, 8.382], [1.463, 1.515, 8.079], [4.722, 0.057, 4.637], [6.137, 1.010, 4.890], [4.568, 1.762, 4.357], [3.044, 2.207, 5.966], [2.764, 0.317, 5.886], [3.536, 1.881, 8.465], [2.966, -0.364, 9.447], [4.144, -0.557, 8.205], [2.448, -0.858, 7.840], [0.908, 0.810, 7.616], [1.285, 2.368, 7.569]], "max_force_ha_per_bohr": 0.078, "relative_energy_ev": 6.568, "lumo_energy_ev": 0.42, "smiles": "COC[C@H](C)N.COC[C@H](C)N.COC[C@H](C)N.COC[C@H](C)N.COC[C@H](C)N.COC[C@H](C)N.COC[C@H](C)N.COC[C@H](C)N", "energy_ha": -2311.61319}


# 2
{"formula": "C54H45BrIN4O4Rb", "method": "the ωB97M-V functional and the def2-TZVPD basis", "elements": ["Rb", "C", "C", "C", "C", "C", "C", "N", "C", "C", "C", "C", "C", "C", "N", "N", "C", "C", "C", "C", "C", "N", "H", "H", "H", "H", "H", "H", "H", "H", "H", "H", "H", "H", "H", "C", "C", "C", "O", "C", "C", "O", "C", "O", "C", "C", "C", "C", "C", "C", "C", "C", "C", "C", "C", "C", "C", "O", "C", "C", "C", "C", "C", "C", "C", "C", "C", "C", "C", "C", "H", "H", "H", "H", "H", "H", "H", "H", "H", "H", "H", "H", "H", "H", "H", "H", "H", "H", "H", "H", "H", "H", "H", "H", "H", "H", "H", "H", "Br", "C", "C", "C", "C", "C", "C", "I", "H", "H", "H", "H"], "positions_angstrom": [[0.077, -0.613, -1.639], [-2.961, 4.719, -2.502], [-2.115, 4.713, -3.604], [-1.616, 3.519, -4.103], [-1.965, 2.297, -3.516], [-2.797, 2.320, -2.398], [-3.290, 3.515, -1.896], [-1.448, 1.083, -3.989], [-1.972, 0.579, -5.078], [-3.089, 1.191, -5.790], [-3.563, 0.702, -6.963], [-3.014, -0.460, -7.568], [-2.007, -1.107, -6.913], [-1.486, -0.652, -5.678], [-0.520, -1.353, -5.004], [-0.037, -2.355, -5.614], [0.933, -3.088, -4.909], [1.389, -4.231, -5.582], [2.358, -5.018, -4.999], [2.854, -4.650, -3.754], [2.338, -3.507, -3.166], [1.400, -2.731, -3.712], [-3.324, 5.654, -2.093], [-1.830, 5.649, -4.073], [-0.953, 3.509, -4.960], [-3.023, 1.377, -1.919], [-3.906, 3.504, -1.004], [-3.547, 2.068, -5.354], [-4.396, 1.210, -7.442], [-3.409, -0.838, -8.503], [-1.585, -2.017, -7.315], [0.960, -4.458, -6.548], [2.722, -5.905, -5.504], [3.612, -5.223, -3.238], [2.694, -3.200, -2.190], [0.372, 2.246, 5.586], [0.987, 1.782, 4.281], [2.477, 2.127, 4.218], [0.773, 0.396, 4.142], [0.883, 0.135, 2.734], [0.313, 1.451, 2.082], [0.297, 2.367, 3.208], [-0.982, 1.634, 1.209], [-0.882, 0.863, 0.110], [-2.331, 1.426, 1.933], [-2.522, 1.231, 3.294], [-3.802, 1.104, 3.827], [-4.918, 1.186, 3.013], [-4.740, 1.366, 1.644], [-3.464, 1.472, 1.120], [-0.932, 3.153, 0.839], [-0.288, 3.504, -0.342], [-0.160, 4.831, -0.723], [-0.696, 5.839, 0.067], [-1.359, 5.501, 1.239], [-1.471, 4.170, 1.622], [0.471, -1.316, 2.395], [0.737, -1.548, 1.066], [1.356, -2.314, 3.193], [2.440, -1.991, 4.000], [3.250, -2.987, 4.543], [2.988, -4.322, 4.294], [1.905, -4.658, 3.487], [1.107, -3.666, 2.948], [-0.985, -1.614, 2.776], [-1.955, -1.703, 1.789], [-3.268, -2.014, 2.114], [-3.627, -2.244, 3.433], [-2.664, -2.152, 4.430], [-1.354, -1.839, 4.101], [0.948, 1.868, 6.433], [-0.649, 1.878, 5.660], [0.365, 3.336, 5.620], [3.019, 1.610, 5.013], [2.609, 3.204, 4.338], [2.905, 1.842, 3.258], [1.947, 0.138, 2.464], [1.094, 1.784, 1.388], [-1.667, 1.144, 3.944], [-3.918, 0.922, 4.891], [-5.914, 1.087, 3.431], [-5.600, 1.414, 0.984], [-3.302, 1.581, 0.058], [0.082, 2.699, -0.965], [0.330, 5.076, -1.658], [-0.613, 6.877, -0.238], [-1.794, 6.276, 1.862], [-1.987, 3.919, 2.541], [2.667, -0.957, 4.214], [4.095, -2.707, 5.162], [3.622, -5.095, 4.713], [1.691, -5.698, 3.268], [0.283, -3.925, 2.294], [-1.656, -1.474, 0.776], [-4.020, -2.051, 1.334], [-4.656, -2.474, 3.687], [-2.934, -2.322, 5.467], [-0.602, -1.774, 4.879], [4.685, -5.003, -0.300], [5.497, -3.391, -0.921], [6.698, -3.520, -1.607], [7.336, -2.387, -2.080], [6.766, -1.139, -1.860], [5.567, -1.038, -1.175], [4.896, -2.164, -0.687], [3.005, -1.863, 0.282], [7.122, -4.503, -1.766], [8.270, -2.481, -2.621], [7.252, -0.243, -2.228], [5.124, -0.063, -1.010]], "max_force_ha_per_bohr": 0.012, "relative_energy_ev": 0.330, "total_charge": -2, "lumo_energy_ev": 3.72, "energy_ha": -5500.57581}


# 3
{"formula": "C19H40Cl30FNO3S", "method": "the ωB97M-V functional and the def2-TZVPD basis", "elements": ["C", "N", "C", "O", "S", "O", "O", "C", "C", "F", "H", "H", "H", "H", "H", "H", "H", "H", "H", "H", "C", "Cl", "Cl", "H", "H", "C", "Cl", "Cl", "H", "H", "C", "Cl", "Cl", "H", "H", "C", "Cl", "Cl", "H", "H", "C", "Cl", "Cl", "H", "H", "C", "Cl", "Cl", "H", "H", "C", "Cl", "Cl", "H", "H", "C", "Cl", "Cl", "H", "H", "C", "Cl", "Cl", "H", "H", "C", "Cl", "Cl", "H", "H", "C", "Cl", "Cl", "H", "H", "C", "Cl", "Cl", "H", "H", "C", "Cl", "Cl", "H", "H", "C", "Cl", "Cl", "H", "H", "C", "Cl", "Cl", "H", "H"], "positions_angstrom": [[2.046, 0.626, 1.454], [2.557, 1.974, 1.148], [1.894, 2.604, 0.022], [1.011, 3.673, 0.399], [-0.075, 3.231, 1.554], [-0.229, 4.400, 2.360], [-1.542, 3.031, 0.768], [-2.085, 1.737, 1.089], [-1.444, 0.572, 0.325], [-1.160, -0.458, 1.221], [1.461, 0.183, 0.639], [2.809, -0.046, 1.831], [1.329, 0.745, 2.276], [3.512, 1.846, 0.846], [2.673, 3.069, -0.586], [1.385, 1.910, -0.689], [-2.046, 1.499, 2.153], [-3.131, 1.771, 0.792], [-2.167, 0.156, -0.378], [-0.545, 0.843, -0.213], [-3.838, 5.621, 0.283], [-4.094, 6.826, -0.986], [-4.994, 4.287, 0.151], [-2.834, 5.221, 0.193], [-3.963, 6.096, 1.249], [-3.195, -1.137, 3.609], [-2.119, 0.096, 4.280], [-4.754, -1.151, 4.447], [-3.361, -0.923, 2.560], [-2.726, -2.108, 3.720], [0.666, 0.591, -3.593], [-0.575, 0.535, -4.850], [0.182, 1.643, -2.250], [0.822, -0.409, -3.212], [1.585, 0.973, -4.022], [-7.309, 2.881, -2.488], [-7.143, 3.678, -4.056], [-6.842, 1.176, -2.576], [-6.667, 3.382, -1.774], [-8.344, 2.946, -2.171], [-7.752, -3.075, 3.942], [-8.846, -1.938, 3.141], [-7.678, -4.618, 3.084], [-6.760, -2.640, 3.968], [-8.110, -3.252, 4.950], [-2.805, 9.916, -2.394], [-2.113, 9.774, -4.014], [-1.911, 11.077, -1.405], [-3.832, 10.250, -2.481], [-2.767, 8.946, -1.912], [-1.548, -3.289, -3.532], [0.147, -2.867, -3.803], [-2.181, -2.514, -2.075], [-2.130, -2.959, -4.385], [-1.627, -4.363, -3.419], [0.292, 0.522, -8.443], [0.644, 2.108, -9.136], [1.751, -0.473, -8.327], [-0.119, 0.658, -7.450], [-0.424, 0.014, -9.078], [4.347, -0.334, -5.677], [4.962, 1.010, -4.708], [3.244, -1.353, -4.742], [3.812, 0.065, -6.531], [5.182, -0.939, -6.010], [0.506, -2.373, 4.135], [2.006, -2.411, 3.201], [-0.481, -3.813, 3.835], [0.749, -2.329, 5.190], [-0.058, -1.493, 3.850], [5.546, -4.476, 3.686], [5.166, -3.323, 2.394], [4.240, -4.595, 4.874], [5.703, -5.455, 3.240], [6.445, -4.142, 4.195], [5.461, -8.029, 0.966], [6.542, -6.781, 1.602], [3.942, -8.084, 1.865], [5.246, -7.806, -0.072], [5.953, -8.991, 1.048], [7.735, -1.814, 5.707], [7.780, -0.982, 4.150], [8.294, -3.488, 5.565], [8.378, -1.291, 6.404], [6.714, -1.818, 6.073], [10.620, -0.393, 1.199], [9.035, 0.388, 1.170], [11.930, 0.784, 1.062], [10.726, -0.928, 2.136], [10.682, -1.084, 0.366], [-9.806, -1.626, -0.494], [-11.562, -1.823, -0.524], [-9.018, -2.656, -1.693], [-9.566, -0.591, -0.709], [-9.440, -1.895, 0.490]], "max_force_ha_per_bohr": 0.036, "relative_energy_ev": 0.649, "lumo_energy_ev": 0.09, "energy_ha": -15332.10058}


# 4
{"formula": "C3H3NS2", "method": "the ωB97M-V functional and the def2-TZVPD basis", "elements": ["C", "C", "C", "N", "S", "S", "H", "H", "H"], "positions_angstrom": [[1.044, 0.348, 0.000], [-0.429, 0.039, 0.000], [-0.768, -1.345, -0.001], [-1.045, -2.455, 0.000], [-1.515, 1.073, 1.028], [-1.515, 1.074, -1.027], [1.199, 1.425, 0.000], [1.514, -0.079, -0.885], [1.514, -0.080, 0.885]], "max_force_ha_per_bohr": 0.024, "relative_energy_ev": 0.100, "lumo_energy_ev": -0.42, "smiles": "CC1(C#N)SS1", "energy_ha": -967.21231}


| no. | frontier orbital gap (eV) |
| --- | --- |
| 1 | 9.5047 |
| 2 | 5.7146 |
| 3 | 9.7438 |
| 4 | 8.5483 |